Here is a cluster of 3 separate species, C33H59BrClFIN2O14P2 in total from OMol25. Energies are from ωB97M-V/def2-TZVPD.

Summary:
Lowest unoccupied orbital energy ... -5.01 eV
HOMO level ... -11.254 eV
HOMO-LUMO gap ... 0.2296 Ha
Total charge ... +1
Max |F| ... 10.18 eV/Å

Last columns: bonded neighbours and bond lengths (Å).
CARTESIAN COORDINATES (ANGSTROEM)
1 C 9.193 -6.855 2.508  C2 1.427, H34 1.193
2 C 9.137 -5.608 1.817  C1 1.427, C3 1.672
3 C 8.970 -4.063 1.197  C2 1.672, C4 1.641, H35 1.171, H36 1.179
4 C 7.488 -3.534 1.660  C3 1.641, C5 1.658, H37 1.194, H38 1.184
5 C 7.065 -2.064 1.021  C4 1.658, C6 1.672, H39 1.192, H40 1.193
6 C 5.420 -1.935 0.749  C5 1.672, O7 1.471, N10 1.543, C29 1.673
7 O 4.968 -0.582 0.389  C6 1.471, C8 1.470
8 C 5.047 0.359 1.515  O7 1.470, C9 1.651, H41 1.170, H42 1.194
9 C 6.398 1.309 1.520  C8 1.651, H43 1.170, H44 1.194, H45 1.193
10 N 4.503 -2.803 1.637  C6 1.543, C11 1.511, C21 1.373
11 C 4.518 -2.815 3.148  N10 1.511, C12 1.636, H46 1.194, H47 1.189
12 C 3.133 -2.333 3.871  C11 1.636, C13 1.636, H48 1.183, H49 1.194
13 C 2.215 -1.281 3.017  C12 1.636, C14 1.671, H50 1.184, H51 1.169
14 C 0.668 -1.893 2.865  C13 1.671, C15 1.667, H52 1.193, H53 1.190
15 C -0.415 -1.091 3.845  C14 1.667, C16 1.656, H54 1.173, H55 1.188
16 C -1.919 -1.676 3.474  C15 1.656, O17 1.472, H56 1.177, H57 1.193
17 O -2.588 -0.963 2.374  C16 1.472, C18 1.477
18 C -3.210 -1.897 1.414  O17 1.477, C19 1.671, O20 1.362
19 C -3.070 -1.678 -0.237  C18 1.671, H58 1.192, H59 1.180, H60 1.178
20 O -3.957 -2.978 1.773  C18 1.362
21 C 3.638 -3.661 1.006  N10 1.373, Br22 1.999, C23 1.655
22 Br 2.312 -4.999 1.677  C21 1.999
23 C 3.735 -3.554 -0.643  C21 1.655, I24 2.187, C25 1.639, C29 1.639
24 I 4.231 -5.479 -1.555  C23 2.187
25 C 2.333 -2.800 -1.032  C23 1.639, C26 1.672, H61 1.170, H62 1.190
26 C 1.280 -3.779 -1.885  C25 1.672, O27 1.362, Cl28 1.890
27 O 1.467 -4.049 -3.207  C26 1.362
28 Cl -0.209 -4.510 -0.979  C26 1.890
29 C 5.159 -2.743 -0.692  C6 1.673, C23 1.639, F30 1.485, O31 1.500
30 F 6.282 -3.523 -1.270  C29 1.485
31 O 5.050 -1.628 -1.690  C29 1.500, N32 1.368
32 N 5.023 -2.298 -2.883  O31 1.368, O33 1.230
33 O 5.813 -1.786 -3.674  N32 1.230
34 H 9.356 -7.851 3.143  C1 1.193
35 H 9.059 -4.170 0.035  C3 1.171
36 H 9.872 -3.441 1.634  C3 1.179
37 H 6.704 -4.313 1.208  C4 1.194
38 H 7.314 -3.532 2.832  C4 1.184
39 H 7.671 -1.804 0.028  C5 1.192
40 H 7.440 -1.260 1.819  C5 1.193
41 H 4.911 -0.116 2.575  C8 1.170
42 H 4.131 1.113 1.378  C8 1.194
43 H 6.963 1.237 0.498  C9 1.170
44 H 7.058 0.916 2.434  C9 1.194
45 H 6.131 2.438 1.798  C9 1.193
46 H 4.803 -3.926 3.478  C11 1.194
47 H 5.410 -2.113 3.502  C11 1.189
48 H 2.560 -3.302 4.235  C12 1.183
49 H 3.458 -1.774 4.875  C12 1.194
50 H 2.093 -0.282 3.641  C13 1.184
51 H 2.640 -0.969 1.974  C13 1.169
52 H 0.611 -3.030 3.222  C14 1.193
53 H 0.340 -1.836 1.722  C14 1.190
54 H -0.325 0.074 3.734  C15 1.173
55 H -0.181 -1.344 4.982  C15 1.188
56 H -2.625 -1.668 4.416  C16 1.177
57 H -1.741 -2.809 3.145  C16 1.193
58 H -3.946 -2.251 -0.807  C19 1.192
59 H -2.058 -2.110 -0.664  C19 1.180
60 H -3.165 -0.544 -0.540  C19 1.178
61 H 2.447 -1.830 -1.677  C25 1.170
62 H 1.775 -2.478 -0.032  C25 1.190
63 O -0.320 2.645 0.683  P64 1.548
64 P -1.136 3.709 -0.092  O63 1.548, O65 1.665, O68 1.662, O71 1.730
65 O -0.549 4.997 0.784  P64 1.665, C66 1.419
66 C 0.832 5.108 1.089  O65 1.419, C67 1.515, H74 1.093, H75 1.095
67 C 1.518 6.058 0.129  C66 1.515, H76 1.094, H77 1.094, H78 1.095
68 O -2.540 3.502 0.773  P64 1.662, C69 1.417
69 C -2.875 2.234 1.309  O68 1.417, C70 1.519, H79 1.094, H80 1.095
70 C -2.512 2.187 2.783  C69 1.519, H81 1.093, H82 1.093, H83 1.097
71 O -2.047 4.898 -0.958  P64 1.730, C72 1.415
72 C -1.387 5.721 -1.901  O71 1.415, C73 1.514, H84 1.090, H85 1.095
73 C -0.665 4.921 -2.965  C72 1.514, H86 1.094, H87 1.094, H88 1.095
74 H 1.346 4.144 1.080  C66 1.093
75 H 0.906 5.505 2.106  C66 1.095
76 H 1.499 5.660 -0.889  C67 1.094
77 H 2.562 6.213 0.417  C67 1.094
78 H 1.012 7.029 0.112  C67 1.095
79 H -2.397 1.425 0.748  C69 1.094
80 H -3.957 2.103 1.198  C69 1.095
81 H -1.458 2.423 2.949  C70 1.093
82 H -2.722 1.200 3.204  C70 1.093
83 H -3.091 2.935 3.340  C70 1.097
84 H -0.712 6.407 -1.388  C72 1.090
85 H -2.155 6.339 -2.378  C72 1.095
86 H 0.114 4.290 -2.528  C73 1.094
87 H -0.199 5.589 -3.695  C73 1.094
88 H -1.362 4.259 -3.488  C73 1.095
89 O -7.399 2.946 -3.618  P90 1.548
90 P -6.902 1.487 -3.758  O89 1.548, O91 1.665, O94 1.662, O97 1.730
91 O -7.311 1.052 -2.204  P90 1.665, C92 1.419
92 C -8.560 1.426 -1.643  O91 1.419, C93 1.515, H100 1.093, H101 1.095
93 C -9.546 0.278 -1.718  C92 1.515, H102 1.094, H103 1.094, H104 1.095
94 O -5.304 1.827 -3.454  P90 1.662, C95 1.417
95 C -4.749 3.074 -3.835  O94 1.417, C96 1.519, H105 1.094, H106 1.095
96 C -4.689 3.999 -2.632  C95 1.519, H107 1.093, H108 1.093, H109 1.097
97 O -6.347 -0.144 -3.914  P90 1.730, C98 1.415
98 C -7.294 -1.186 -4.055  O97 1.415, C99 1.514, H110 1.090, H111 1.095
99 C -8.224 -0.969 -5.229  C98 1.514, H112 1.094, H113 1.094, H114 1.095
100 H -8.990 2.310 -2.120  C92 1.093
101 H -8.379 1.679 -0.594  C92 1.095
102 H -9.781 0.037 -2.759  C93 1.094
103 H -10.479 0.535 -1.207  C93 1.094
104 H -9.131 -0.624 -1.257  C93 1.095
105 H -5.306 3.523 -4.664  C95 1.094
106 H -3.733 2.888 -4.199  C95 1.095
107 H -5.671 4.126 -2.168  C96 1.093
108 H -4.305 4.983 -2.915  C96 1.093
109 H -4.032 3.576 -1.861  C96 1.097
110 H -7.847 -1.314 -3.124  C98 1.090
111 H -6.731 -2.112 -4.211  C98 1.095
112 H -8.809 -0.052 -5.110  C99 1.094
113 H -8.918 -1.810 -5.329  C99 1.094
114 H -7.655 -0.870 -6.159  C99 1.095

Löwdin atomic charge list, values in e, 99 entries: 0.048 -0.100 -0.185 -0.204 -0.060 -0.223 -0.111 -0.215 -0.087 0.002 -0.150 -0.178 -0.183 -0.210 -0.148 -0.180 -0.126 -0.247 -0.012 -0.044 -0.447 0.836 -0.638 1.079 -0.113 -0.564 -0.080 0.546 -0.283 -0.105 -0.072 -0.013 0.098 0.062 0.121 0.128 0.118 0.123 0.162 0.124 0.115 0.149 0.099 0.082 0.102 0.157 0.144 0.105 0.137 0.126 0.091 0.085 0.112 0.116 0.133 0.146 0.134 0.110 0.056 0.084 0.154 0.104 -0.272 0.750 -0.222 -0.304 -0.084 -0.224 -0.303 -0.070 -0.215 -0.299 -0.076 0.094 0.121 0.064 0.078 0.081 0.082 0.124 0.068 0.053 0.085 0.096 0.124 0.063 0.089 0.075 -0.248 0.751 -0.231 -0.300 -0.084 -0.234 -0.305 -0.066 -0.211 -0.308 -0.084